ORCA calculation (ωB97M-V with the def2-TZVPD basis set) on a 16-piece molecular cluster, C36H108N4O16 overall in a non-equilibrium geometry.

Geometry as ORCA input:
```
! wB97M-V def2-TZVPD RIJCOSX def2/J DEFGRID3
* xyz -1 2
C -9.129 18.766 -4.696
C -9.996 19.951 -4.223
O -9.216 20.644 -3.291
H -8.844 18.096 -3.884
H -8.246 19.091 -5.245
H -9.683 18.132 -5.387
H -10.904 19.642 -3.704
H -10.283 20.654 -5.004
H -8.449 20.927 -3.794
C -10.018 20.871 -8.238
C -11.185 19.882 -8.537
O -10.718 18.759 -7.838
H -9.065 20.416 -8.505
H -10.005 21.234 -7.210
H -10.042 21.773 -8.849
H -11.300 19.619 -9.589
H -12.166 20.151 -8.146
H -10.010 18.297 -8.293
C -9.049 15.313 -10.539
C -9.400 16.227 -9.360
O -8.766 17.482 -9.332
H -9.466 15.804 -11.419
H -9.437 14.295 -10.588
H -7.965 15.236 -10.627
H -9.281 15.620 -8.463
H -10.470 16.419 -9.447
H -7.819 17.328 -9.356
C -5.231 13.931 -10.564
C -4.764 14.785 -11.700
O -5.715 15.800 -11.819
H -4.461 13.168 -10.446
H -6.235 13.526 -10.687
H -5.240 14.506 -9.638
H -4.672 14.149 -12.580
H -3.797 15.254 -11.519
H -6.475 15.466 -12.302
C 0.436 17.029 -12.429
C -0.452 17.740 -13.482
O -0.756 18.993 -13.020
H -0.043 17.126 -11.455
H 1.442 17.447 -12.404
H 0.533 15.966 -12.652
H -1.291 17.137 -13.831
H 0.081 17.959 -14.407
H -1.104 19.465 -13.780
C -1.761 22.563 -8.739
C -3.102 22.370 -8.015
O -3.979 23.284 -8.595
H -0.996 21.864 -8.405
H -1.404 23.589 -8.645
H -1.879 22.303 -9.791
H -2.909 22.578 -6.963
H -3.453 21.341 -8.080
H -3.568 24.145 -8.488
C -4.826 22.307 -4.583
C -6.178 22.204 -5.304
O -7.001 21.280 -4.605
H -4.891 22.359 -3.497
H -4.201 23.116 -4.961
H -4.275 21.371 -4.670
H -5.985 21.931 -6.341
H -6.614 23.193 -5.443
H -6.527 20.448 -4.676
C -7.514 24.296 -8.744
C -6.984 23.483 -9.906
O -6.402 22.329 -9.367
H -6.627 24.630 -8.206
H -8.251 23.772 -8.135
H -8.050 25.195 -9.049
H -6.174 24.001 -10.420
H -7.783 23.227 -10.601
H -5.508 22.516 -9.074
C -1.549 19.515 -6.361
C -0.528 19.171 -5.275
C -1.104 19.088 -3.878
O -1.650 20.359 -3.473
C -1.971 20.384 -2.090
N 0.046 17.835 -5.584
H -2.107 20.421 -6.125
H -2.349 18.792 -6.521
H -1.095 19.544 -7.351
H 0.268 19.908 -5.375
H -0.252 18.834 -3.248
H -1.837 18.282 -3.835
H -2.407 21.333 -1.777
H -0.998 20.287 -1.609
H -2.569 19.514 -1.817
H -0.681 17.138 -5.660
H 0.445 17.891 -6.511
C -5.396 14.646 -4.642
C -5.990 15.110 -5.921
C -7.545 15.287 -6.060
O -8.255 14.064 -5.950
C -8.090 13.229 -7.066
N -5.282 16.331 -6.165
H -5.751 15.199 -3.772
H -4.310 14.579 -4.583
H -5.842 13.717 -4.288
H -5.745 14.470 -6.768
H -7.803 15.801 -6.986
H -7.866 15.913 -5.227
H -7.128 13.355 -7.562
H -8.850 13.505 -7.797
H -8.205 12.166 -6.855
H -4.284 16.181 -6.133
H -5.508 16.477 -7.139
C -5.957 19.039 -7.854
C -5.802 18.564 -9.292
C -4.428 19.011 -9.912
O -3.344 18.361 -9.211
C -2.109 18.619 -9.920
N -5.878 17.145 -9.197
H -5.147 18.729 -7.194
H -6.881 18.750 -7.354
H -5.880 20.126 -7.884
H -6.650 19.021 -9.801
H -4.291 20.077 -10.091
H -4.375 18.502 -10.875
H -1.905 19.689 -9.975
H -2.074 18.156 -10.906
H -1.322 18.122 -9.354
H -5.818 16.758 -10.128
H -4.901 17.035 -8.967
C -4.031 21.616 -12.922
C -5.364 21.479 -13.676
C -6.301 22.680 -13.575
O -5.648 23.882 -14.004
C -6.565 24.998 -13.870
N -4.978 21.211 -15.060
H -4.154 22.311 -12.091
H -3.205 22.012 -13.514
H -3.702 20.686 -12.460
H -5.884 20.582 -13.340
H -6.511 22.768 -12.509
H -7.238 22.430 -14.073
H -6.917 25.092 -12.843
H -7.445 24.849 -14.496
H -6.018 25.900 -14.144
H -4.508 22.041 -15.392
H -5.763 21.257 -15.694
C -4.255 17.664 -14.088
O -4.514 18.359 -15.272
H -3.367 18.023 -13.568
H -5.141 17.796 -13.467
H -4.086 16.596 -14.221
H -4.588 19.312 -15.185
C -4.994 18.367 -3.406
O -5.580 18.772 -4.609
H -5.793 18.002 -2.761
H -4.237 17.601 -3.579
H -4.570 19.255 -2.938
H -5.763 17.996 -5.144
C -1.888 14.977 -7.605
O -2.542 15.205 -6.376
H -2.401 15.484 -8.422
H -0.827 15.220 -7.553
H -1.833 13.934 -7.916
H -2.196 14.513 -5.809
C -8.843 20.068 -11.905
O -9.113 20.805 -13.106
H -7.875 20.385 -11.517
H -9.540 20.308 -11.103
H -8.941 18.996 -12.073
H -10.010 20.578 -13.363
*
```

Properties
Electronic energy   -2858.96461 Eh

These are the Löwdin partial charges, in e, on atoms 1 to 4: -0.077, -0.305, -0.103, 0.074